{
  "formula": "C5H7NO",
  "method": "wB97M-V/def2-TZVPD",
  "symbols": ["C", "C", "C", "C", "N", "C", "O", "H", "H", "H", "H", "H", "H", "H"],
  "coordinates": [[2.514110, 1.308195, 0.100164], [1.872277, 0.291105, -0.029594], [1.022316, -0.915387, -0.128448], [-0.361329, -0.812463, 0.504973], [-0.936601, 0.484994, 0.417382], [-2.263491, 0.585476, 0.289369], [-2.987398, -0.380688, 0.128519], [3.143344, 2.154126, 0.295449], [1.194793, -1.650669, 0.631991], [1.071821, -1.369381, -1.127120], [-0.978839, -1.577826, 0.030123], [-0.271473, -1.124063, 1.561175], [-0.345667, 1.288436, 0.557808], [-2.581239, 1.638591, 0.349025]],
  "forces_ev_per_a": [[-0.3, -0.8, 0.1], [0.1, 0.1, 0.4], [0.2, 0.1, 0.3], [-0.2, 0.1, -0.2], [-0.1, -0.1, -0.1], [-0.4, 0.1, -0.1], [-0.2, 0.6, 0.1], [-0.2, -0.2, -0.2], [2.4, -0.9, -0.3], [-0.3, 0.3, 0.3], [-0.2, 0.4, 0.0], [-0.2, 0.3, -0.2], [-0.1, 0.0, 0.0], [-0.5, -0.1, -0.1]],
  "lowdin_charge": [0.10, -0.13, -0.18, -0.22, 0.02, -0.37, 0.01, 0.03, 0.10, 0.12, 0.13, 0.13, 0.12, 0.13],
  "homo_ha": -0.3607,
  "e_tot_ha": -324.6330,
  "smiles": "C#CCCNC=O",
  "spin_multiplicity": 1,
  "gap_ev": 10.663,
  "e_above_lowest_ev": 2.489
}